{"formula": "C35H52BiOP4Se", "method": "ωB97M-V with the def2-TZVPD basis set", "charge": 3, "molar_mass_g_mol": 900.64, "orbital_gap_ev": 4.90, "multiplicity": 1, "e_above_lowest_kj_mol": 0.0, "e_tot_ev": -147503.0480, "e_lumo_ev": -10.023, "symbols": ["Bi", "P", "P", "P", "H", "C", "C", "H", "C", "C", "C", "C", "C", "C", "C", "C", "C", "H", "H", "H", "H", "H", "H", "H", "H", "H", "H", "H", "H", "H", "H", "H", "H", "H", "H", "H", "H", "H", "H", "H", "H", "H", "H", "H", "H", "H", "C", "C", "C", "C", "C", "C", "Se", "H", "H", "H", "H", "H", "H", "O", "P", "C", "C", "C", "C", "C", "C", "C", "C", "C", "C", "C", "C", "C", "C", "C", "C", "C", "C", "H", "H", "H", "H", "H", "H", "H", "H", "H", "H", "H", "H", "H", "H", "H"], "positions_angstrom": [[-0.56, 0.03, -0.83], [-3.24, -0.09, -1.23], [0.01, -2.68, -0.93], [-0.18, 2.75, -0.92], [2.94, -0.89, -2.97], [3.23, 0.11, -2.60], [3.98, 0.20, -1.49], [4.43, -0.69, -1.06], [-3.51, -0.09, -3.07], [-4.00, -1.62, -0.51], [-4.05, 1.44, -0.57], [1.78, -3.13, -0.89], [-0.73, -3.72, 0.38], [-0.58, -3.41, -2.50], [1.54, 3.33, -0.92], [-0.99, 3.71, 0.40], [-0.85, 3.42, -2.49], [2.79, 1.01, -3.10], [4.12, 1.17, -0.98], [-4.58, -0.16, -3.38], [-2.98, -0.96, -3.49], [-3.09, 0.83, -3.48], [-5.07, -1.76, -0.76], [-3.91, -1.57, 0.58], [-3.45, -2.48, -0.90], [-5.15, 1.46, -0.70], [-3.63, 2.31, -1.08], [-3.84, 1.48, 0.50], [1.88, -4.15, -1.28], [2.17, -3.10, 0.14], [2.37, -2.45, -1.50], [-0.60, -4.77, 0.14], [-1.80, -3.52, 0.49], [-0.25, -3.51, 1.34], [-0.25, -4.46, -2.54], [-0.16, -2.86, -3.36], [-1.68, -3.36, -2.56], [1.56, 4.35, -1.29], [2.18, 2.70, -1.55], [1.94, 3.31, 0.11], [-0.93, 4.78, 0.16], [-0.49, 3.53, 1.36], [-2.04, 3.43, 0.51], [-0.59, 4.49, -2.53], [-1.94, 3.30, -2.53], [-0.41, 2.89, -3.35], [1.22, 0.20, -6.09], [2.53, -0.10, -5.71], [3.58, -0.04, -6.62], [3.32, 0.24, -7.97], [1.98, 0.43, -8.37], [0.95, 0.40, -7.45], [-0.21, 0.33, -4.76], [0.48, 0.19, -3.37], [2.75, -0.34, -4.68], [4.62, -0.23, -6.28], [4.13, 0.29, -8.68], [1.76, 0.61, -9.41], [-0.09, 0.54, -7.74], [-0.49, -0.08, 1.48], [-0.14, -0.06, 2.97], [-1.35, -1.02, 3.90], [-2.28, -1.82, 3.24], [-3.23, -2.57, 3.96], [-3.22, -2.51, 5.34], [-2.29, -1.72, 6.03], [-1.38, -0.97, 5.31], [1.49, -0.78, 3.29], [1.91, -0.91, 4.62], [3.12, -1.52, 4.94], [3.93, -1.99, 3.91], [3.55, -1.86, 2.59], [2.34, -1.26, 2.27], [-0.19, 1.59, 3.71], [-1.41, 2.27, 3.76], [-1.50, 3.55, 4.30], [-0.35, 4.19, 4.75], [0.89, 3.54, 4.68], [0.96, 2.25, 4.15], [-2.26, -1.85, 2.15], [-3.95, -3.18, 3.40], [-3.94, -3.10, 5.90], [-2.28, -1.68, 7.13], [-0.66, -0.35, 5.82], [1.29, -0.55, 5.42], [3.41, -1.62, 5.98], [4.88, -2.45, 4.16], [4.19, -2.23, 1.79], [2.05, -1.14, 1.22], [-2.31, 1.78, 3.37], [-2.48, 4.02, 4.43], [-0.42, 5.18, 5.22], [1.78, 4.00, 5.10], [1.92, 1.73, 4.08]]}

{"formula": "C4H9N", "method": "ωB97M-V with the def2-TZVPD basis set", "charge": 0, "molar_mass_g_mol": 71.12, "smiles": "C/C=C(/C)N", "orbital_gap_ev": 9.02, "multiplicity": 1, "e_above_lowest_kj_mol": 25.0, "e_tot_ev": -5783.5525, "e_lumo_ev": 1.116, "symbols": ["C", "C", "C", "C", "N", "H", "H", "H", "H", "H", "H", "H", "H", "H"], "positions_angstrom": [[0.87, -0.06, -1.87], [-0.29, -0.24, -0.91], [-0.24, -0.02, 0.41], [-1.50, 0.20, 1.18], [0.96, 0.12, 1.12], [0.49, -0.21, -2.88], [1.40, 0.88, -1.75], [1.56, -0.89, -1.78], [-1.26, -0.30, -1.39], [-1.45, -0.09, 2.24], [-2.31, -0.34, 0.68], [-1.71, 1.27, 1.19], [1.80, -0.10, 0.61], [0.91, -0.37, 2.01]]}

{"formula": "C9H22BeN2O5", "method": "ωB97M-V with the def2-TZVPD basis set", "charge": 0, "molar_mass_g_mol": 247.30, "orbital_gap_ev": 6.13, "multiplicity": 1, "e_tot_ev": -23306.3050, "e_lumo_ev": -0.078, "symbols": ["Be", "C", "O", "O", "O", "C", "C", "C", "O", "C", "N", "H", "H", "H", "H", "H", "H", "H", "H", "H", "H", "H", "C", "C", "C", "O", "C", "N", "H", "H", "H", "H", "H", "H", "H", "H", "H", "H", "H"], "positions_angstrom": [[0.85, 1.13, 0.27], [1.59, 3.69, 0.67], [2.20, 4.70, 1.09], [0.62, 3.16, 1.38], [1.84, 3.10, -0.46], [-0.59, -1.40, -1.95], [0.04, -0.15, -2.57], [-0.86, 1.05, -2.51], [-1.09, 1.41, -1.17], [-2.25, 2.19, -0.97], [1.35, 0.19, -1.99], [-0.62, -1.20, -0.88], [0.00, -2.28, -2.17], [-1.62, -1.52, -2.26], [0.14, -0.33, -3.65], [-1.78, 0.85, -3.06], [-0.43, 1.93, -3.02], [-2.29, 2.51, 0.07], [-3.19, 1.72, -1.27], [-2.20, 3.12, -1.55], [1.95, -0.60, -2.19], [1.70, 0.94, -2.59], [-1.10, -1.51, 3.50], [-0.15, -0.87, 2.47], [0.66, -1.89, 1.74], [1.49, -1.16, 0.81], [2.35, -2.01, 0.08], [-0.94, -0.03, 1.55], [-1.51, -0.74, 4.15], [-0.58, -2.28, 4.07], [-1.99, -1.93, 3.02], [0.51, -0.17, 2.99], [0.07, -2.59, 1.13], [1.29, -2.43, 2.46], [1.74, -2.78, -0.40], [3.16, -2.46, 0.65], [2.79, -1.45, -0.73], [-1.71, -0.45, 1.04], [-1.43, 0.55, 2.23]]}

{"formula": "C22H30N4O3S", "method": "ωB97M-V with the def2-TZVPD basis set", "charge": 0, "molar_mass_g_mol": 430.57, "smiles": "Cc1ccc(S(=O)(=O)Nc2cc(C(=O)NCCN(C)C)ccc2N2CCCC2)cc1", "orbital_gap_ev": 8.75, "multiplicity": 1, "e_above_lowest_kj_mol": 277.3, "e_tot_ev": -46239.3429, "e_lumo_ev": 0.565, "symbols": ["C", "C", "C", "C", "C", "S", "O", "O", "N", "C", "C", "C", "C", "O", "N", "C", "C", "N", "C", "C", "C", "C", "C", "N", "C", "C", "C", "C", "C", "C", "H", "H", "H", "H", "H", "H", "H", "H", "H", "H", "H", "H", "H", "H", "H", "H", "H", "H", "H", "H", "H", "H", "H", "H", "H", "H", "H", "H", "H", "H"], "positions_angstrom": [[-0.64, 0.45, 4.51], [-0.69, -0.44, 3.31], [-1.85, -0.60, 2.57], [-1.85, -1.31, 1.38], [-0.67, -1.88, 0.95], [-0.55, -2.52, -0.72], [0.84, -2.72, -1.03], [-1.45, -3.60, -0.96], [-1.15, -1.25, -1.67], [-0.99, 0.05, -1.16], [0.20, 0.37, -0.53], [0.30, 1.51, 0.26], [1.49, 1.70, 1.14], [1.39, 2.09, 2.29], [2.66, 1.37, 0.57], [3.87, 1.12, 1.31], [4.32, -0.32, 1.03], [4.48, -0.51, -0.40], [4.19, -1.87, -0.83], [5.79, -0.09, -0.86], [-0.79, 2.36, 0.35], [-1.93, 2.12, -0.39], [-2.06, 0.97, -1.16], [-3.22, 0.63, -1.85], [-3.18, 0.47, -3.30], [-4.60, 0.05, -3.65], [-5.46, 0.60, -2.49], [-4.46, 1.33, -1.59], [0.49, -1.80, 1.71], [0.47, -1.09, 2.89], [-0.14, -0.04, 5.34], [-0.07, 1.34, 4.25], [-1.64, 0.76, 4.82], [-2.76, -0.12, 2.90], [-2.74, -1.41, 0.79], [-2.11, -1.46, -1.92], [1.00, -0.35, -0.58], [2.68, 0.99, -0.37], [3.65, 1.26, 2.37], [4.65, 1.83, 1.01], [3.54, -1.00, 1.38], [5.24, -0.55, 1.59], [4.83, -2.62, -0.34], [4.35, -1.93, -1.91], [3.15, -2.11, -0.64], [5.97, 0.95, -0.56], [5.83, -0.14, -1.94], [6.60, -0.71, -0.45], [-0.73, 3.23, 1.00], [-2.75, 2.82, -0.33], [-2.42, -0.25, -3.60], [-2.94, 1.44, -3.77], [-4.91, 0.46, -4.61], [-4.68, -1.03, -3.70], [-6.24, 1.27, -2.84], [-5.94, -0.22, -1.95], [-4.72, 1.26, -0.53], [-4.41, 2.39, -1.88], [1.38, -2.27, 1.33], [1.37, -0.99, 3.48]]}

{"formula": "CClN3O2", "method": "ωB97M-V with the def2-TZVPD basis set", "charge": 0, "molar_mass_g_mol": 121.48, "smiles": "N#CN(Cl)[N+](=O)[O-]", "orbital_gap_ev": 9.90, "multiplicity": 1, "e_above_lowest_kj_mol": 32.0, "e_tot_ev": -22118.4336, "e_lumo_ev": -1.082, "symbols": ["N", "C", "N", "Cl", "N", "O", "O"], "positions_angstrom": [[1.42, -1.31, 1.62], [0.72, -0.60, 1.04], [-0.15, 0.16, 0.38], [-0.53, 1.60, 1.30], [-0.36, 0.07, -1.14], [0.08, -0.82, -1.73], [-1.17, 0.90, -1.48]]}

{"formula": "C14H30BCl2NO4", "method": "ωB97M-V with the def2-TZVPD basis set", "charge": 0, "molar_mass_g_mol": 358.11, "smiles": "COCCCCCCCCCN(B(C)O)C(=O)O.ClCCCl", "orbital_gap_ev": 9.69, "multiplicity": 1, "e_tot_ev": -50407.5522, "e_lumo_ev": 0.351, "symbols": ["C", "O", "C", "C", "C", "C", "C", "C", "C", "C", "C", "N", "B", "C", "O", "C", "O", "O", "H", "H", "H", "H", "H", "H", "H", "H", "H", "H", "H", "H", "H", "H", "H", "H", "H", "H", "H", "H", "H", "H", "H", "H", "H", "H", "Cl", "C", "C", "Cl", "H", "H", "H", "H"], "positions_angstrom": [[1.56, 4.22, 0.16], [0.21, 4.06, 0.54], [-0.66, 3.53, -0.44], [-1.68, 2.55, 0.17], [-1.27, 2.05, 1.56], [-2.17, 0.92, 2.07], [-1.47, -0.27, 2.76], [-0.20, 0.05, 3.58], [1.05, -0.66, 3.04], [1.36, -0.37, 1.57], [2.57, -1.19, 1.10], [2.71, -1.31, -0.37], [2.14, -2.60, -0.88], [0.64, -3.03, -0.76], [3.02, -3.49, -1.49], [2.33, -0.19, -1.07], [2.75, 0.93, -0.88], [1.46, -0.46, -2.09], [1.92, 5.20, 0.46], [1.70, 4.14, -0.92], [2.19, 3.47, 0.64], [-0.10, 3.01, -1.22], [-1.20, 4.37, -0.88], [-1.78, 1.67, -0.47], [-2.64, 3.04, 0.28], [-1.35, 2.89, 2.25], [-0.22, 1.79, 1.55], [-2.71, 0.51, 1.21], [-2.94, 1.31, 2.73], [-1.25, -1.06, 2.05], [-2.20, -0.70, 3.44], [-0.35, -0.37, 4.58], [-0.03, 1.11, 3.72], [1.93, -0.41, 3.63], [0.87, -1.74, 3.13], [0.50, -0.56, 0.93], [1.63, 0.68, 1.49], [2.49, -2.19, 1.54], [3.47, -0.75, 1.53], [0.01, -2.34, -0.20], [0.59, -4.03, -0.33], [0.25, -3.07, -1.78], [3.28, -3.15, -2.36], [1.07, 0.39, -2.34], [-2.00, -3.79, -2.81], [-2.62, -2.98, -4.26], [-2.23, -1.52, -4.30], [-3.03, -0.57, -3.02], [-3.70, -3.10, -4.28], [-2.20, -3.49, -5.13], [-2.52, -1.09, -5.25], [-1.16, -1.41, -4.17]]}

{"formula": "C30H62O14", "method": "ωB97M-V with the def2-TZVPD basis set", "charge": 0, "molar_mass_g_mol": 646.81, "smiles": "COCCCCCCCCC[C@@]1(COO)OC(=O)O[C@@H]1CCOC(C)=O.COCCOC.COCCOC.COCCOC", "orbital_gap_ev": 9.35, "multiplicity": 1, "e_tot_ev": -60772.7206, "e_lumo_ev": 0.225, "symbols": ["C", "O", "C", "C", "C", "C", "C", "C", "C", "C", "C", "C", "C", "O", "O", "O", "C", "O", "O", "C", "C", "C", "O", "C", "C", "O", "H", "H", "H", "H", "H", "H", "H", "H", "H", "H", "H", "H", "H", "H", "H", "H", "H", "H", "H", "H", "H", "H", "H", "H", "H", "H", "H", "H", "H", "H", "H", "H", "C", "O", "C", "C", "O", "C", "H", "H", "H", "H", "H", "H", "H", "H", "H", "H", "C", "O", "C", "C", "O", "C", "H", "H", "H", "H", "H", "H", "H", "H", "H", "H", "C", "O", "C", "C", "O", "C", "H", "H", "H", "H", "H", "H", "H", "H", "H", "H"], "positions_angstrom": [[1.63, 2.52, 1.22], [0.60, 1.59, 0.99], [0.88, 0.64, -0.03], [2.01, -0.30, 0.33], [1.77, -0.98, 1.67], [0.68, -2.06, 1.58], [0.86, -3.16, 2.60], [0.77, -2.64, 4.04], [2.11, -2.24, 4.61], [2.06, -1.75, 6.06], [2.29, -0.26, 6.25], [1.20, 0.66, 5.68], [1.60, 1.38, 4.42], [2.54, 0.65, 3.66], [3.60, 1.57, 3.36], [-0.03, -0.06, 5.59], [-0.56, -0.11, 6.84], [-1.34, -0.96, 7.25], [-0.13, 0.97, 7.54], [0.79, 1.71, 6.75], [0.12, 2.99, 6.32], [-1.31, 2.86, 5.82], [-1.47, 3.49, 4.52], [-2.61, 3.00, 3.93], [-2.46, 1.87, 2.96], [-3.71, 3.46, 4.22], [1.24, 3.52, 1.18], [2.40, 2.45, 0.46], [2.07, 2.36, 2.20], [1.16, 1.18, -0.94], [-0.03, 0.12, -0.25], [2.06, -1.06, -0.44], [2.94, 0.26, 0.33], [1.43, -0.21, 2.35], [2.70, -1.42, 2.00], [-0.30, -1.63, 1.67], [0.77, -2.51, 0.60], [0.04, -3.85, 2.46], [1.78, -3.71, 2.43], [0.08, -1.80, 4.03], [0.34, -3.41, 4.67], [2.71, -3.15, 4.60], [2.60, -1.55, 3.95], [2.86, -2.25, 6.60], [1.14, -2.09, 6.51], [2.33, -0.08, 7.32], [3.27, 0.00, 5.88], [0.75, 1.60, 3.80], [2.07, 2.31, 4.69], [4.28, 0.99, 3.00], [1.66, 1.91, 7.35], [0.09, 3.63, 7.19], [0.69, 3.54, 5.58], [-1.66, 1.84, 5.74], [-1.97, 3.38, 6.51], [-2.88, 0.96, 3.37], [-1.41, 1.67, 2.80], [-2.96, 2.08, 2.04], [-5.54, 0.96, -3.55], [-5.86, -0.32, -3.03], [-4.85, -1.29, -3.27], [-3.94, -1.48, -2.07], [-3.20, -0.30, -1.77], [-3.77, 0.47, -0.72], [-6.19, 1.68, -3.06], [-4.50, 1.23, -3.37], [-5.73, 0.99, -4.63], [-4.27, -1.03, -4.15], [-5.36, -2.24, -3.47], [-3.22, -2.26, -2.30], [-4.52, -1.80, -1.20], [-3.50, 0.04, 0.25], [-4.85, 0.54, -0.81], [-3.34, 1.47, -0.79], [6.99, 1.32, -2.76], [6.50, 1.02, -4.06], [5.59, -0.07, -4.09], [4.15, 0.39, -4.09], [3.79, 1.08, -2.91], [3.84, 2.49, -3.04], [7.40, 2.33, -2.79], [6.20, 1.28, -2.01], [7.78, 0.62, -2.49], [5.78, -0.74, -3.25], [5.79, -0.62, -5.01], [3.51, -0.50, -4.15], [3.95, 1.01, -4.97], [2.93, 2.85, -3.54], [4.71, 2.82, -3.60], [3.88, 2.91, -2.04], [-3.27, -3.41, -6.33], [-3.25, -1.99, -6.36], [-2.28, -1.46, -7.25], [-2.88, -1.07, -8.59], [-3.40, -2.19, -9.29], [-4.80, -2.36, -9.15], [-4.21, -3.72, -5.90], [-3.18, -3.84, -7.33], [-2.45, -3.79, -5.71], [-1.46, -2.16, -7.39], [-1.88, -0.56, -6.78], [-2.10, -0.63, -9.21], [-3.66, -0.31, -8.45], [-5.33, -1.67, -9.81], [-5.12, -2.19, -8.12], [-5.04, -3.38, -9.43]]}

{"formula": "C5H9N3", "method": "ωB97M-V with the def2-TZVPD basis set", "charge": 0, "molar_mass_g_mol": 111.15, "smiles": "[H]/N=C/C(N=C(C)C)=N\\[H]", "orbital_gap_ev": 9.28, "multiplicity": 1, "e_above_lowest_kj_mol": 166.1, "e_tot_ev": -9799.7455, "e_lumo_ev": 0.379, "symbols": ["H", "N", "C", "C", "N", "C", "C", "C", "N", "H", "H", "H", "H", "H", "H", "H", "H"], "positions_angstrom": [[-1.87, 0.05, -2.72], [-1.37, 0.02, -1.83], [-2.07, 0.16, -0.80], [-1.51, 0.05, 0.58], [-0.22, 0.30, 0.87], [0.93, 0.08, 0.42], [2.07, 0.68, 1.19], [1.33, -0.75, -0.76], [-2.29, -0.19, 1.57], [-3.26, -0.31, 1.32], [-3.17, 0.30, -0.81], [2.79, -0.10, 1.44], [1.71, 1.15, 2.10], [2.59, 1.42, 0.59], [1.74, -1.71, -0.43], [0.48, -0.92, -1.42], [2.12, -0.23, -1.31]]}